1.
Density functional theory data (ωB97M-V with the def2-TZVPD basis set) for a structure of composition C23H24BrFN4O3Sc in a non-equilibrium geometry.

The geometry in XYZ format:
```
57
Properties=species:S:1:pos:R:3:lowdin_charge:R:1
Sc 4.635 -0.625 -1.403 1.04
C 4.101 -0.888 4.313 -0.02
C 4.933 -0.943 3.085 -0.21
C 6.328 -0.950 3.122 0.06
C 7.056 -1.078 1.942 -0.02
C 6.346 -1.155 0.766 -0.58
Br 7.176 -1.335 -1.020 0.93
N 5.003 -1.105 0.678 -0.08
C 4.321 -1.018 1.831 -0.03
H 4.717 -0.874 5.207 0.10
H 3.450 -1.760 4.347 0.10
H 3.462 -0.005 4.317 0.10
H 6.848 -0.867 4.066 0.15
H 8.133 -1.112 1.954 0.14
H 3.236 -1.019 1.747 0.14
F -1.551 -3.140 -1.092 0.10
C -1.231 -1.841 -1.042 -0.17
C 0.092 -1.523 -1.144 0.10
C 0.515 -0.182 -1.166 -0.05
C 1.901 0.137 -1.338 -0.21
O 2.785 -0.824 -1.416 -0.10
C 2.222 1.515 -1.411 0.00
C 1.215 2.455 -1.273 0.08
N -0.058 2.156 -1.046 0.04
C -0.982 3.236 -0.783 -0.24
C -1.610 3.354 0.579 -0.07
C -0.563 4.333 0.152 -0.06
C -0.468 0.838 -1.044 -0.09
C -1.814 0.483 -0.945 0.08
C -2.250 -0.847 -0.959 -0.11
N -3.590 -1.155 -0.906 -0.07
C -4.070 -2.494 -0.599 -0.12
C -5.442 -2.428 0.067 -0.08
N -6.399 -1.728 -0.822 0.06
C -5.919 -0.345 -1.052 -0.08
C -4.540 -0.395 -1.703 -0.11
C 3.632 2.070 -1.589 -0.48
O 3.819 3.240 -1.736 0.19
O 4.591 1.162 -1.518 -0.08
H 0.818 -2.315 -1.256 0.14
H 1.479 3.505 -1.356 0.17
H -1.565 3.507 -1.656 0.17
H -1.336 2.631 1.332 0.12
H -2.637 3.676 0.646 0.12
H 0.400 4.268 0.634 0.12
H -0.850 5.342 -0.095 0.12
H -2.537 1.276 -0.851 0.11
H -3.398 -2.975 0.111 0.14
H -4.122 -3.121 -1.500 0.15
H -5.382 -1.873 1.005 0.15
H -5.795 -3.439 0.277 0.15
H -7.339 -1.724 -0.409 0.20
H -6.463 -2.228 -1.721 0.20
H -5.881 0.164 -0.086 0.15
H -6.612 0.189 -1.704 0.15
H -4.183 0.623 -1.837 0.13
H -4.628 -0.848 -2.701 0.15
```

The LUMO energy comes out at -8.59 eV. For the energy above the lowest of the compared OMol25 structures with the same formula, charge and spin, the calculation gives 6.7 kcal/mol. The spin multiplicity is 1. For the HOMO-LUMO gap, the calculation gives 7.82 eV. Its total charge is +3.


2.
Density functional theory data (ωB97M-V with the def2-TZVPD basis set) for a structure of composition C23H24BrMgN4O2Se in a non-equilibrium geometry.

The geometry in XYZ format:
```
56
Properties=species:S:1:pos:R:3:lowdin_charge:R:1
Mg -0.130 0.069 0.114 0.44
Br -3.256 -1.645 -0.062 0.88
C -1.770 -2.457 -0.916 -0.68
C -1.907 -3.663 -1.582 -0.07
C -0.783 -4.157 -2.227 -0.02
C 0.400 -3.434 -2.185 0.03
C 0.430 -2.249 -1.462 -0.17
N -0.643 -1.783 -0.836 0.03
C 1.654 -1.328 -1.394 -0.62
O 2.555 -1.510 -2.190 0.08
O 1.560 -0.405 -0.537 -0.11
H -2.857 -4.174 -1.595 0.11
H -0.843 -5.088 -2.767 0.12
H 1.292 -3.758 -2.696 0.13
C 1.235 -2.911 1.919 -0.01
N -0.135 -2.719 2.312 -0.06
C -0.706 -1.549 2.685 -0.76
Se 0.067 0.096 2.766 0.78
N -1.993 -1.796 3.025 0.11
C -2.269 -3.134 2.862 -0.22
C -3.420 -3.878 3.059 -0.01
C -3.330 -5.238 2.827 -0.07
C -2.145 -5.834 2.399 -0.07
C -0.998 -5.092 2.172 0.00
C -1.075 -3.728 2.412 -0.16
H 1.741 -1.945 1.879 0.07
H 1.276 -3.381 0.933 0.10
H 1.746 -3.552 2.641 0.11
H -2.633 -1.089 3.359 0.16
H -4.334 -3.410 3.388 0.12
H -4.197 -5.855 2.994 0.11
H -2.118 -6.901 2.252 0.11
H -0.084 -5.563 1.844 0.12
C 2.182 4.410 -2.413 0.01
N 1.846 3.076 -2.939 -0.18
C 1.308 3.130 -4.309 0.01
C 1.015 2.251 -2.005 -0.09
C -0.399 2.660 -1.618 -0.24
C -1.075 3.782 -2.074 -0.07
C -2.370 4.044 -1.650 -0.08
C -2.986 3.183 -0.766 -0.08
C -2.297 2.068 -0.312 -0.15
C -1.001 1.767 -0.718 -0.14
H 2.908 4.898 -3.060 0.11
H 2.607 4.319 -1.416 0.12
H 1.294 5.030 -2.349 0.10
H 2.728 2.556 -2.998 0.19
H 0.378 3.688 -4.332 0.10
H 1.112 2.123 -4.669 0.12
H 2.024 3.608 -4.976 0.11
H 1.587 2.145 -1.077 0.13
H 0.957 1.250 -2.445 0.13
H -0.633 4.487 -2.764 0.08
H -2.882 4.920 -2.015 0.11
H -3.994 3.377 -0.432 0.10
H -2.798 1.412 0.389 0.06
```

The LUMO energy comes out at -2.45 eV. For the energy above the lowest of the compared OMol25 structures with the same formula, charge and spin, the calculation gives 3.7 kcal/mol. The spin multiplicity is 1. For the HOMO-LUMO gap, the calculation gives 8.29 eV. Its total charge is +1.


3.
Density functional theory data (ωB97M-V with the def2-TZVPD basis set) for a structure of composition C23H24BrN4O3PtSe.

The geometry in XYZ format:
```
57
Properties=species:S:1:pos:R:3:lowdin_charge:R:1
Pt -1.783 0.264 0.890 0.74
C -3.533 2.127 -1.099 -0.06
O -2.257 1.474 -1.127 -0.24
C -1.202 2.180 -1.685 -0.22
C -1.305 3.487 -2.121 -0.06
C -0.170 4.095 -2.646 -0.67
Br -0.301 5.880 -3.245 0.79
C 1.031 3.431 -2.731 -0.05
C 1.129 2.102 -2.306 -0.05
C 0.000 1.478 -1.793 -0.18
O 0.060 0.181 -1.322 0.00
C 2.440 1.449 -2.435 -0.26
N 3.461 2.029 -3.005 0.18
C 4.495 1.118 -2.911 -0.22
C 5.814 1.214 -3.359 -0.01
C 6.647 0.140 -3.132 -0.09
C 6.192 -1.016 -2.475 -0.09
C 4.892 -1.130 -2.026 -0.03
C 4.056 -0.041 -2.257 -0.19
N 2.732 0.197 -1.961 0.17
H -3.483 3.055 -0.528 0.10
H -4.214 1.433 -0.616 0.09
H -3.866 2.330 -2.116 0.11
H -2.229 4.039 -2.065 0.10
H 1.913 3.906 -3.134 0.11
H -0.711 -0.317 -1.626 0.09
H 6.157 2.106 -3.864 0.11
H 7.675 0.182 -3.466 0.10
H 6.880 -1.836 -2.319 0.10
H 4.547 -2.023 -1.521 0.11
H 2.077 -0.413 -1.507 0.14
C -1.190 -2.437 2.197 -0.02
N -1.909 -3.241 1.211 -0.10
C -2.199 -4.646 1.531 -0.01
C -2.221 -2.709 0.040 -0.45
C -2.899 -3.510 -1.027 0.04
O -1.936 -1.512 -0.253 -0.17
H -1.037 -3.024 3.096 0.10
H -1.781 -1.556 2.487 0.05
H -0.223 -2.117 1.810 0.10
H -1.912 -4.829 2.561 0.09
H -1.630 -5.318 0.891 0.11
H -3.262 -4.856 1.433 0.10
H -3.116 -4.536 -0.755 0.08
H -2.261 -3.501 -1.910 0.11
H -3.825 -3.000 -1.293 0.11
Se -1.559 2.129 2.199 0.83
C -1.480 1.230 3.898 -0.63
C -2.618 0.641 4.431 -0.13
C -2.496 -0.018 5.646 -0.13
N -1.353 -0.122 6.315 0.08
C -0.278 0.461 5.796 -0.13
C -0.284 1.156 4.593 -0.10
H -3.575 0.695 3.928 0.10
H -3.363 -0.486 6.099 0.11
H 0.640 0.372 6.365 0.12
H 0.623 1.613 4.220 0.11
```

The expectation value of S² is 2.011. The LUMO energy (alpha / beta) comes out at -2.66 / -5.58 eV. For the energy above the lowest of the compared OMol25 structures with the same formula, charge and spin, the calculation gives 4.0 kcal/mol. The spin multiplicity is 3. For the HOMO-LUMO gap (alpha / beta), the calculation gives 7.50 / 4.57 eV. Its total charge is +1.


4.
Density functional theory data (ωB97M-V with the def2-TZVPD basis set) for a structure of composition C23H24Cl2N5O4RuSeSi in a non-equilibrium geometry.

The geometry in XYZ format:
```
61
Properties=species:S:1:pos:R:3:lowdin_charge:R:1
Ru -0.435 0.130 -0.006 1.37
Cl 4.064 3.638 -3.760 0.68
C 2.901 3.184 -2.577 -0.68
C 2.412 1.896 -2.564 -0.03
C 1.494 1.509 -1.582 -0.21
N 0.941 0.280 -1.422 -0.06
C 1.368 -0.867 -2.059 -0.42
O 2.134 -0.912 -3.020 0.08
C 0.857 -2.069 -1.392 -0.18
C 1.164 -3.339 -1.895 0.02
C 0.803 -4.455 -1.179 -0.03
C 0.124 -4.282 0.038 -0.03
C -0.176 -3.002 0.456 -0.12
N 0.168 -1.910 -0.222 -0.03
C 1.077 2.472 -0.592 -0.21
C 1.578 3.779 -0.642 -0.02
C 2.479 4.129 -1.621 -0.68
Cl 3.121 5.722 -1.661 0.68
N 0.210 1.984 0.323 -0.07
C -0.288 2.661 1.416 -0.47
O -0.087 3.852 1.669 0.05
C -1.110 1.795 2.258 -0.22
C -1.807 2.331 3.352 -0.03
C -2.579 1.511 4.133 -0.07
C -2.636 0.142 3.816 -0.07
C -1.943 -0.321 2.721 -0.16
N -1.198 0.461 1.938 -0.07
H 2.732 1.174 -3.299 0.10
H 1.697 -3.391 -2.834 0.13
H 1.053 -5.446 -1.521 0.11
H -0.156 -5.124 0.651 0.11
H -0.708 -2.850 1.387 0.11
H 1.256 4.498 0.094 0.10
H -1.703 3.391 3.532 0.12
H -3.128 1.893 4.976 0.10
H -3.204 -0.551 4.415 0.10
H -1.998 -1.365 2.446 0.08
C -5.480 1.763 -0.237 -0.23
Si -3.956 2.822 -0.719 0.25
C -3.392 3.890 0.755 -0.19
C -4.346 3.889 -2.261 -0.23
Se -2.348 1.251 -1.421 0.39
H -6.314 2.387 0.063 0.02
H -5.246 1.105 0.595 0.02
H -5.808 1.142 -1.064 0.01
H -3.880 4.858 0.740 0.03
H -2.321 4.064 0.738 0.01
H -3.624 3.411 1.701 0.02
H -5.276 4.439 -2.136 0.02
H -4.436 3.277 -3.154 0.01
H -3.559 4.613 -2.447 0.02
N -4.269 -2.051 -2.970 0.01
C -4.274 -2.321 -1.540 -0.15
C -2.948 -1.837 -0.963 -0.62
O -1.997 -1.715 -1.873 -0.02
O -2.750 -1.607 0.204 0.01
H -4.932 -2.641 -3.458 0.09
H -2.417 -1.870 -2.754 0.11
H -4.494 -1.078 -3.163 0.09
H -4.305 -3.407 -1.390 0.14
H -5.099 -1.871 -0.974 0.13
```

The expectation value of S² is 8.795. The LUMO energy (alpha / beta) comes out at -0.94 / -2.23 eV. The spin multiplicity is 6. For the HOMO-LUMO gap (alpha / beta), the calculation gives 4.20 / 5.10 eV.


no.,E_tot (eV)
1,-129782.3418
2,-175127.0401
3,-174972.0788
4,-140732.0997